Entry 1:
A 14-piece molecular cluster, C6H38NO14 overall. Source: OMol25; level of theory: wB97M-V/def2-TZVPD.

Each line ends with the Löwdin charge.
CARTESIAN COORDINATES (ANGSTROEM)
O (2.90, -1.49, 1.69)  -0.38
O (0.45, 2.29, -2.99)  -0.12
O (2.10, 3.16, 0.93)  -0.12
O (2.57, 2.40, -1.44)  -0.25
O (-2.30, 1.53, 2.34)  -0.08
O (1.85, -3.71, 3.07)  -0.10
O (0.34, 1.58, 2.84)  -0.10
O (-4.73, 2.00, -0.73)  -0.07
O (-3.96, -0.54, -0.92)  -0.07
O (1.23, -0.81, 3.52)  -0.12
O (-2.93, -1.66, -3.24)  -0.06
O (-1.40, 0.52, -3.84)  -0.04
O (-1.99, 2.21, -0.38)  -0.09
O (3.12, -3.09, -0.45)  -0.12
N (2.37, 0.28, -0.31)  0.07
C (-0.52, -0.36, 0.24)  -0.19
C (3.30, 1.38, -1.01)  -0.31
C (1.43, -0.31, -1.35)  -0.13
C (-1.53, -1.18, 1.02)  -0.17
C (0.28, -1.12, -0.78)  -0.16
C (-1.84, -2.43, 0.67)  -0.01
H (-0.63, 0.81, -3.36)  0.00
H (-1.87, 1.28, -4.18)  0.06
H (-4.83, 1.55, 0.09)  0.02
H (-3.13, -0.39, -0.46)  0.00
H (-1.99, -0.70, 1.87)  0.09
H (-2.88, 2.47, -0.68)  0.01
H (-1.24, 0.26, -0.32)  0.09
H (2.27, -3.08, 2.45)  -0.02
H (0.00, 0.35, 0.88)  0.08
H (1.12, 0.56, -1.90)  0.08
H (1.27, 2.15, -2.41)  0.00
H (0.71, -2.04, -0.38)  0.10
H (-1.32, 1.59, 2.41)  0.00
H (1.64, -1.15, 2.63)  0.02
H (3.96, 1.63, -0.17)  0.12
H (-2.59, 2.19, 2.98)  0.06
H (3.61, -1.81, 2.26)  -0.01
H (-2.25, -0.98, -3.44)  0.01
H (-2.05, 1.74, 0.46)  -0.02
H (-4.71, 1.22, -1.31)  0.03
H (-3.61, -0.96, -1.74)  0.01
H (3.76, 0.85, -1.86)  0.12
H (2.85, -2.43, 0.26)  -0.03
H (2.86, -0.51, 0.20)  0.11
H (1.32, -3.12, 3.61)  0.00
H (-1.69, -2.98, -0.25)  0.06
H (-2.52, -2.45, -2.95)  0.02
H (-0.08, 2.72, -2.29)  0.04
H (3.44, -3.83, 0.08)  0.02
H (2.24, 3.08, -0.08)  0.00
H (1.22, 3.55, 0.96)  0.03
H (0.36, 0.64, 3.13)  0.02
H (1.20, 1.96, 2.61)  0.03
H (1.94, -0.41, 4.03)  0.05
H (2.08, -0.91, -1.98)  0.13
H (1.88, 0.83, 0.38)  0.11
H (-0.35, -1.47, -1.60)  0.11
H (-2.71, -2.86, 1.18)  0.06

Properties
LUMO in eV: 2.69
Relative energy (zero: lowest compared OMol25 entry of this formula, charge and spin) in kcal/mol: 56.70
Charge: -1

Entry 2:
C29H51F3O6SSb as an isolated structure. Source: OMol25; level of theory: wB97M-V/def2-TZVPD.

Each line ends with the Löwdin charge.
CARTESIAN COORDINATES (ANGSTROEM)
Sb (-3.92, 0.00, 0.45)  1.44
S (-1.80, -0.86, -0.98)  0.65
F (-2.42, -3.46, -0.69)  0.09
F (-0.80, -3.06, -2.09)  0.12
F (-2.86, -2.69, -2.66)  0.09
O (-5.77, -0.86, -1.73)  -0.28
O (-0.61, -1.00, -0.15)  -0.40
O (-1.67, -0.08, -2.21)  -0.41
O (-4.93, 3.95, -0.72)  -0.08
O (-4.29, -1.12, 3.59)  0.04
O (-3.47, -1.75, 1.60)  -0.23
C (-1.29, 3.28, 1.10)  -0.20
C (0.03, 3.89, 0.61)  -0.21
C (-2.67, -2.85, 3.51)  -0.13
C (-1.98, -2.62, -1.64)  -0.69
C (-5.35, 2.56, -0.64)  -0.49
C (2.03, 0.96, -2.33)  -0.20
C (-1.01, -4.73, 4.68)  -0.11
C (-1.56, -4.96, 3.43)  -0.08
C (-1.37, 1.77, 0.87)  -0.31
C (-6.55, 2.40, -1.57)  -0.05
C (5.72, 0.53, -1.74)  -0.22
C (0.12, 4.04, -0.92)  -0.20
C (0.38, 2.80, -1.77)  -0.20
C (-1.30, -3.56, 5.34)  -0.10
C (-5.17, -1.45, -0.59)  -0.34
C (6.12, -1.70, -0.55)  -0.21
C (-2.38, -4.02, 2.84)  -0.02
C (8.40, -0.89, 0.25)  -0.27
C (3.18, 0.06, -1.90)  -0.20
C (6.15, -0.93, -1.86)  -0.22
C (1.42, 1.82, -1.23)  -0.21
C (4.33, 0.75, -1.14)  -0.21
C (6.93, -1.09, 0.59)  -0.23
C (-2.13, -2.63, 4.76)  -0.03
C (-6.07, -1.78, -2.76)  -0.12
C (-3.56, -1.81, 2.89)  -0.60
C (-2.47, 1.05, 1.66)  -0.29
C (-4.18, 1.64, -0.99)  -0.26
C (9.26, -0.50, 1.47)  -0.11
H (5.75, 1.01, -2.72)  0.11
H (0.86, 3.31, 1.00)  0.10
H (4.15, 1.82, -1.10)  0.10
H (-4.64, -2.37, -0.84)  0.05
H (6.54, -2.70, -0.74)  0.11
H (-2.03, 0.39, 2.40)  0.06
H (6.44, 1.05, -1.11)  0.10
H (-6.72, -1.27, -3.47)  0.08
H (-6.58, -2.66, -2.37)  0.09
H (-2.10, 3.78, 0.56)  0.10
H (-0.36, -5.47, 5.13)  0.09
H (0.73, 3.14, -2.75)  0.11
H (6.87, -1.75, 1.46)  0.11
H (-5.25, 0.52, 1.41)  0.00
H (8.49, -0.09, -0.49)  0.10
H (10.27, -0.90, 1.38)  0.06
H (-6.86, 3.39, -1.91)  0.07
H (-0.82, 4.49, -1.26)  0.11
H (-0.41, 1.35, 1.14)  0.10
H (-0.54, 2.26, -1.97)  0.09
H (-2.37, -1.71, 5.28)  0.11
H (9.34, 0.58, 1.57)  0.07
H (7.15, -0.98, -2.30)  0.10
H (0.90, 4.77, -1.14)  0.10
H (-5.93, -1.70, 0.15)  0.07
H (4.34, 0.41, -0.10)  0.10
H (-4.29, 1.23, -1.99)  0.05
H (-5.16, -2.09, -3.28)  0.08
H (-1.43, 3.49, 2.16)  0.11
H (0.13, 4.89, 1.03)  0.10
H (-3.09, 1.77, 2.20)  0.06
H (5.49, -1.45, -2.56)  0.10
H (-6.32, 1.80, -2.44)  0.06
H (-5.68, 2.40, 0.38)  0.09
H (5.09, -1.86, -0.24)  0.11
H (2.19, 2.36, -0.68)  0.10
H (-1.49, 1.61, -0.20)  0.04
H (2.79, -0.78, -1.33)  0.11
H (-3.28, 2.25, -1.02)  0.05
H (-0.86, -3.38, 6.31)  0.10
H (0.94, 1.14, -0.53)  0.09
H (2.36, 1.60, -3.16)  0.11
H (3.61, -0.38, -2.81)  0.10
H (8.80, -1.80, -0.19)  0.11
H (-1.34, -5.87, 2.89)  0.10
H (-4.53, 4.18, 0.12)  0.07
H (-2.78, -4.18, 1.85)  0.11
H (8.82, -0.89, 2.39)  0.06
H (6.50, -0.13, 0.87)  0.11
H (-7.40, 1.95, -1.05)  0.07
H (1.22, 0.33, -2.71)  0.11

Properties
LUMO in eV: 2.54
Charge: -1

Entry 3:
One molecule with the formula C15H23N7O2. Source: OMol25; level of theory: wB97M-V/def2-TZVPD.

Each line ends with the Löwdin charge.
CARTESIAN COORDINATES (ANGSTROEM)
O (0.63, 2.54, 0.38)  0.10
O (-4.58, 1.43, 0.06)  -0.03
N (-1.11, 1.18, -0.31)  0.10
N (1.76, -1.85, 1.04)  0.07
N (3.35, -0.39, 0.29)  0.18
N (4.89, 1.18, -0.39)  -0.16
N (2.74, 1.88, -0.03)  0.20
N (-2.39, 0.92, -0.39)  0.10
N (1.15, 0.34, 0.76)  0.20
C (-4.90, 0.22, -0.63)  -0.25
C (0.39, -2.23, 1.30)  -0.18
C (2.09, -0.60, 0.68)  -0.39
C (-3.28, 1.73, 0.15)  -0.34
C (0.09, -3.28, -0.98)  -0.07
C (3.64, 0.88, -0.03)  -0.36
C (5.92, 0.17, -0.43)  -0.05
C (-6.41, 0.06, -0.62)  -0.07
C (-2.92, 2.92, 0.82)  0.04
C (-0.47, -2.28, 0.03)  -0.43
C (-1.91, -2.64, 0.40)  -0.09
C (1.53, 1.53, 0.36)  -0.38
C (-1.58, 3.19, 0.91)  0.04
C (5.27, 2.51, -0.76)  -0.05
C (-0.69, 2.25, 0.33)  -0.31
H (5.49, -0.78, -0.12)  0.07
H (-1.95, -3.62, 0.87)  0.08
H (6.74, 0.44, 0.24)  0.09
H (-1.19, 4.06, 1.40)  0.12
H (-4.41, -0.62, -0.13)  0.11
H (-2.53, -2.65, -0.48)  0.07
H (-3.68, 3.56, 1.22)  0.12
H (4.40, 3.15, -0.68)  0.07
H (-0.47, -1.28, -0.41)  0.10
H (6.06, 2.88, -0.09)  0.09
H (5.65, 2.53, -1.78)  0.09
H (-4.51, 0.28, -1.66)  0.12
H (2.44, -2.56, 0.83)  0.14
H (-6.78, 0.01, 0.40)  0.08
H (0.13, -4.28, -0.55)  0.08
H (-6.69, -0.85, -1.14)  0.08
H (-2.31, -1.91, 1.10)  0.07
H (-0.54, -3.31, -1.87)  0.08
H (1.10, -2.99, -1.28)  0.07
H (0.41, -3.21, 1.79)  0.13
H (-0.03, -1.49, 1.98)  0.12
H (-6.88, 0.91, -1.12)  0.08
H (6.31, 0.08, -1.45)  0.09

Properties
SMILES string: CCOc1ccc(Oc2nc(NCC(C)C)nc(N(C)C)n2)nn1
LUMO in eV: 0.70
Relative energy (zero: lowest compared OMol25 entry of this formula, charge and spin) in kcal/mol: 0.00

Entry 4:
A 2-piece molecular cluster, C9H11O3 overall. Source: OMol25; level of theory: wB97M-V/def2-TZVPD.

Each line ends with the Löwdin charge.
CARTESIAN COORDINATES (ANGSTROEM)
O (0.05, -0.29, 2.36)  0.07
O (-2.89, -1.05, 1.16)  -0.09
O (-1.21, -2.58, 1.26)  -0.10
C (0.57, 0.28, 1.26)  -0.31
C (2.10, 2.34, -2.25)  -0.08
C (1.51, 1.34, 1.38)  -0.03
C (1.42, 1.81, -1.02)  -0.29
C (-3.21, -3.14, 0.08)  -0.07
C (1.96, 1.96, 0.25)  -0.09
C (0.05, 0.06, 0.01)  0.00
C (-2.36, -2.17, 0.98)  -0.81
C (0.56, 0.72, -1.10)  -0.05
H (1.96, 1.50, 2.36)  0.10
H (2.03, 1.62, -3.06)  0.07
H (0.22, 0.33, -2.06)  0.11
H (-3.49, -3.91, 0.82)  0.05
H (-4.15, -2.64, -0.17)  0.04
H (0.71, -0.24, 3.06)  0.10
H (2.78, 2.69, 0.34)  0.10
H (1.66, 3.26, -2.65)  0.07
H (3.17, 2.48, -2.10)  0.07
H (-0.67, -0.73, -0.14)  0.10
H (-2.76, -3.65, -0.77)  0.05

Properties
LUMO in eV: 3.27
Relative energy (zero: lowest compared OMol25 entry of this formula, charge and spin) in kcal/mol: 38.50
Charge: -1

no.,molecular weight (g/mol),HOMO-LUMO gap (eV)
1,348.36,9.215
2,706.54,7.880
3,333.40,9.190
4,167.18,7.094